A molecular structure, C51H35ClF15GeN8O2PSTa in a non-equilibrium geometry, computed with ωB97M-V with the def2-TZVPD basis set.

```
116
Properties=species:S:1:pos:R:3
H -5.112 1.014 3.344
F 1.649 -8.642 0.488
F 1.677 -3.985 3.261
N -1.607 0.668 -1.593
F 6.840 -0.500 4.551
C 5.229 -4.426 -2.921
H 2.313 0.056 6.420
H -5.154 -0.855 4.950
O 2.370 1.094 0.366
C 3.324 2.270 -3.683
C 1.464 1.080 -2.494
H -4.282 1.744 1.076
C 4.322 -2.653 2.111
S 1.284 -2.855 -0.130
H 1.386 -1.352 4.612
C -2.300 -1.640 3.298
C -1.843 2.487 -4.702
N 2.612 1.096 -3.218
C -4.652 -5.222 -2.084
F 4.660 -1.090 0.422
H -3.912 0.756 -3.937
C -1.446 -3.263 -1.694
H -2.778 2.524 -5.254
H -2.948 2.488 1.954
N -2.030 1.680 -3.511
H 1.062 5.079 -1.848
C 2.808 1.626 1.378
Ta 0.161 -0.662 0.371
H 3.444 2.523 1.269
C -3.076 0.842 -3.266
C -2.362 -4.186 -2.158
H -4.921 -3.240 -0.180
C -2.245 -0.538 2.409
C -4.345 -0.773 4.237
N -1.729 -2.387 -0.729
C 5.783 -0.758 2.472
H -4.237 -6.228 -2.031
H -1.331 -3.223 2.242
H 2.778 2.767 -4.486
Cl 3.656 2.564 6.354
C 4.271 -4.104 -1.978
H -4.920 -5.029 -3.124
C 2.479 -5.249 1.473
H 2.182 5.492 -0.543
F 3.014 -3.912 -2.406
C -1.246 -2.705 3.203
F 0.234 -6.113 4.201
H 0.509 6.079 -0.495
H 3.606 2.931 3.538
C 5.848 -4.316 -0.246
C 4.671 -3.128 3.362
N -1.213 -0.455 1.517
C -2.960 -2.396 -0.216
C 5.524 -2.414 4.189
C 1.977 -0.034 3.029
C 3.005 -0.201 -3.381
H -3.160 -1.668 0.561
C -3.275 1.572 1.456
C -3.277 0.424 2.429
C 0.352 2.853 -0.597
H -5.555 -5.185 -1.479
N 1.112 -0.164 -2.205
F 4.920 -4.463 -4.217
H 2.005 -2.036 -2.676
H 4.295 1.969 -4.065
C 3.121 1.993 3.778
H -3.386 -2.589 4.864
N 0.732 4.048 -0.069
F 8.055 -4.977 -0.748
H 3.462 2.974 -2.864
C 6.054 -1.210 3.753
C 1.148 5.244 -0.777
C -3.938 -3.281 -0.629
H -0.441 -3.226 -2.095
C -4.311 0.285 3.343
F 5.846 -2.879 5.392
C 0.970 -6.229 3.098
C 1.719 -5.170 2.627
N -0.019 2.029 0.368
C 0.611 3.952 1.288
F 3.113 -6.531 -0.390
H -1.352 -3.435 4.004
C -1.163 1.550 -2.470
H -2.076 -4.878 -2.938
C 1.694 -7.518 1.198
C 0.142 2.696 1.544
C 4.924 -1.490 1.680
C 0.958 -7.409 2.368
C -3.645 -4.218 -1.617
C 4.552 -4.001 -0.627
C -3.345 -1.735 4.199
C 2.441 -6.435 0.765
H -3.399 -0.479 -1.532
C 3.013 1.586 5.082
H -0.249 -2.270 3.251
F 7.455 -5.003 -3.397
C 1.878 -0.416 4.384
P 0.365 2.526 -2.389
Ge 3.173 -3.533 0.757
H -1.544 3.497 -4.430
F 4.227 -4.316 3.775
O 1.572 -0.852 2.096
H 3.893 -0.473 -3.925
H -2.595 1.371 0.633
F 6.336 0.373 2.025
H -0.083 2.220 2.484
C 2.386 0.372 5.388
H -1.076 2.052 -5.344
C 6.522 -4.702 -2.507
C -2.804 0.229 -2.076
F 6.184 -4.309 1.050
C 6.829 -4.669 -1.157
C 2.611 1.199 2.737
H 0.879 4.762 1.944
C 2.068 -0.968 -2.751
F 0.213 -8.427 2.774
```

Output
Total charge: +1
HOMO (eV): -10.15
Energy relative to the best compared isomer or geometry (same formula, charge and spin) (eV): 2.4560
Kohn-Sham gap (eV): 7.234
Lowest unoccupied orbital energy (eV): -2.92

---

A molecular structure, C51H40BiFN13O5 in a non-equilibrium geometry, computed with ωB97M-V with the def2-TZVPD basis set.

```
111
Properties=species:S:1:pos:R:3
N -23.844 5.497 -12.008
H -28.054 7.256 -12.701
C -23.621 7.805 -13.000
H -21.270 9.375 -1.672
H -22.164 4.475 -12.603
O -20.759 2.901 -11.547
H -25.929 7.095 -12.231
C -23.679 -1.672 -8.009
C -28.791 7.244 -11.948
H -23.295 8.398 -6.309
C -19.420 7.511 -3.552
H -22.047 7.187 -14.469
O -20.772 3.073 -9.267
H -23.595 8.116 -11.961
C -25.922 6.512 -11.312
C -20.918 0.620 -7.509
C -22.710 3.921 -10.617
C -21.779 6.776 -3.799
C -24.477 2.226 -5.834
C -29.009 9.537 -9.979
N -19.702 6.207 -9.258
C -23.716 6.315 -13.225
N -20.622 6.904 -8.457
C -18.864 3.909 -5.872
C -16.680 1.360 -7.219
C -24.858 5.680 -11.087
C -22.861 4.605 -11.815
C -17.524 3.271 -5.955
C -15.356 1.810 -6.854
H -14.415 1.243 -7.069
C -21.278 3.258 -10.478
C -29.846 8.373 -12.059
C -24.238 4.116 -4.755
H -28.480 3.532 -2.662
C -22.386 5.602 -4.387
H -30.243 8.464 -13.127
H -23.691 -3.650 -8.885
H -19.110 9.206 -2.239
C -21.786 7.371 -8.918
C -27.674 3.256 -3.363
C -16.251 3.792 -5.851
O -22.244 7.026 -10.002
H -28.009 10.086 -9.904
Bi -21.858 3.572 -7.186
H -26.000 4.474 -8.021
O -22.449 8.214 -8.054
C -20.407 6.586 -4.025
H -19.913 5.204 -9.318
H -20.153 7.386 -7.726
H -28.450 10.011 -12.030
H -29.384 6.326 -11.933
N -24.290 1.029 -6.585
C -26.966 6.596 -10.463
C -19.877 8.475 -2.681
H -23.249 7.825 -2.563
H -21.203 -3.633 -9.398
C -26.557 3.984 -3.521
H -29.972 10.335 -11.645
N -28.040 7.462 -10.669
H -24.353 6.106 -14.134
C -17.701 2.064 -6.668
H -28.064 8.305 -8.758
H -24.726 -1.537 -7.735
H -29.667 7.636 -9.155
N -19.026 4.999 -5.227
C -22.279 8.256 -6.679
C -28.740 8.100 -9.576
H -14.170 3.387 -5.959
H -26.445 4.978 -3.046
N -19.728 2.966 -6.402
H -28.679 1.344 -3.785
C -24.799 4.964 -9.886
H -29.771 10.059 -9.413
H -26.792 0.538 -5.245
C -23.079 -2.741 -8.650
C -21.725 -2.779 -8.929
O -23.857 3.332 -8.619
H -30.719 8.133 -11.409
F -27.925 5.963 -8.374
C -25.881 5.033 -8.962
C -21.257 8.570 -2.323
C -22.825 -0.538 -7.759
H -19.937 -1.659 -9.057
C -15.154 3.039 -6.227
N -21.895 1.355 -6.931
C -22.397 6.975 -13.485
C -26.940 5.797 -9.284
C -21.430 -0.592 -8.041
H -19.790 6.517 -10.178
C -22.228 7.725 -2.868
H -21.826 7.425 -6.189
C -20.263 5.382 -4.873
C -25.485 3.550 -4.289
H -18.401 7.434 -3.825
C -25.648 2.355 -4.954
C -23.724 4.022 -9.621
C -26.751 1.484 -4.698
H -21.681 9.141 -6.457
N -29.270 9.618 -11.490
N -19.647 0.884 -7.543
H -21.667 6.790 -12.746
N -23.684 5.244 -4.261
C -27.815 1.994 -3.972
H -16.925 0.389 -7.665
C -23.138 0.687 -7.020
C -19.108 1.862 -6.856
H -16.116 4.786 -5.418
N -21.506 4.830 -5.071
H -24.114 8.329 -13.842
N -23.679 3.272 -5.667
C -20.945 -1.698 -8.734
```

Output
Total charge: +1
HOMO (alpha / beta) (eV): -7.84 / -7.98
Energy relative to the best compared isomer or geometry (same formula, charge and spin) (eV): 2.1960
Kohn-Sham gap (alpha / beta) (eV): 4.462 / 4.601
Lowest unoccupied orbital energy (alpha / beta) (eV): -3.37 / -3.37

---

A molecular structure, C51H40Br4ClN6O7S4SbTi in a non-equilibrium geometry, computed with ωB97M-V with the def2-TZVPD basis set.

```
115
Properties=species:S:1:pos:R:3
H 1.851 -7.620 0.525
C -3.868 0.887 3.256
C -2.336 -3.505 4.680
C 1.509 4.429 -1.870
H -1.353 -5.709 -1.108
O -4.486 -1.364 3.322
C -0.834 1.456 1.034
C 0.994 -4.327 -2.635
H -0.464 -3.415 -1.619
C -1.192 -3.613 2.618
H 2.897 -5.332 -3.175
H -4.158 2.305 -5.291
H -1.893 -1.435 -0.419
H -1.947 -6.074 1.765
H -1.589 3.766 2.023
H -3.093 -3.256 5.360
C -3.350 3.215 3.164
H -1.916 -1.408 -6.085
C -2.324 3.023 2.261
O 2.010 -0.289 -0.947
O 2.896 -1.381 1.200
C -4.092 1.229 -5.247
C -0.323 -4.991 0.694
H 2.457 -7.233 -1.765
C -4.438 -3.610 -0.713
Br 5.602 -2.813 1.727
C 0.671 3.342 -2.187
C 3.216 -0.727 -0.989
S -0.097 -4.248 3.776
H -4.793 2.324 4.471
C 3.984 -0.639 -2.139
C 2.051 -0.731 5.052
H 2.801 9.636 1.601
H -3.508 4.212 3.542
C 3.218 8.424 -1.583
C -3.793 -2.439 -1.041
C -0.362 -5.406 -0.809
S -3.464 -4.539 0.358
C -0.350 5.705 -1.443
O 0.007 -2.630 0.697
C 4.095 10.416 0.043
H 1.332 7.221 0.598
C 1.954 -5.410 -2.587
Cl -1.973 -0.731 5.433
H 4.657 9.169 -3.028
C -0.890 -3.605 1.081
C -2.807 0.662 2.383
C -0.185 -0.887 3.463
H -4.220 -1.643 -1.705
C 0.796 -0.865 5.653
Br 7.312 -2.897 -1.082
H -4.998 0.841 -4.915
H -0.801 -4.391 6.098
H -0.540 -8.316 1.501
H -4.021 0.971 -6.317
O -0.619 0.190 0.753
O -5.569 0.158 4.568
N 2.647 7.385 -2.313
H 5.415 11.044 -1.519
Sb -2.394 0.524 -4.084
O -0.080 2.351 0.765
N 1.840 7.488 -0.205
N -0.692 3.478 -2.190
C 1.023 -6.895 0.460
H -0.896 6.637 -1.249
H 3.051 -0.577 3.153
H -3.379 -1.729 -5.099
C -2.219 -3.433 0.343
C -2.367 -1.387 -5.078
H 2.911 -0.563 5.668
H 0.645 -0.797 6.709
C 3.696 -1.356 0.198
C -0.973 1.593 -5.307
H -0.040 -7.530 -1.205
C -1.153 -4.049 5.094
H -2.568 -0.326 2.015
C 4.720 10.273 -1.161
C -0.976 -6.220 1.342
H 4.449 11.266 0.657
N 0.101 -4.295 -1.639
S 1.471 -5.316 1.076
C 2.756 8.557 -0.283
Br 3.190 0.093 -3.607
C 0.544 -6.660 -0.978
H -3.266 -2.880 2.758
C 4.282 9.240 -2.009
C 5.283 -1.214 -2.142
C 5.735 -1.912 -1.023
C -2.514 -2.358 -0.463
H 2.581 4.255 -1.797
Br 6.274 -1.166 -3.742
C 2.133 -0.703 3.679
H -5.380 -3.998 -0.930
C -0.344 -0.827 4.849
Ti 0.947 -1.021 0.738
H -1.033 -0.938 2.808
H 1.050 2.387 -2.523
H 0.015 1.156 -5.105
C 1.724 -6.504 -1.841
S 1.048 -3.224 -3.908
C -0.250 -7.307 1.253
N 1.032 -0.725 2.950
C 0.984 5.685 -1.594
C 4.954 -1.947 0.128
C -1.158 4.604 -1.715
H -1.171 1.575 -6.324
H -2.242 4.744 -1.713
C 3.157 9.581 0.559
C -2.104 1.696 1.859
C -2.417 -3.329 3.260
C -4.118 2.228 3.671
N -4.694 -0.149 3.711
H -1.789 -2.121 -4.550
C 1.794 6.888 -1.458
H -0.900 2.625 -4.949
```

Output
Expectation value of S²: 2.024
Total charge: -2
HOMO (alpha / beta) (eV): -0.71 / -2.97
2S+1: 3
Energy relative to the best compared isomer or geometry (same formula, charge and spin) (eV): 2.4586
Kohn-Sham gap (alpha / beta) (eV): 4.159 / 6.426
Lowest unoccupied orbital energy (alpha / beta) (eV): 3.45 / 3.45

---

2 unconnected molecules or ions with the total composition C51H40N2O3S in a non-equilibrium geometry, computed with ωB97M-V with the def2-TZVPD basis set.

```
97
Properties=species:S:1:pos:R:3
C -0.823 3.906 3.425
C -1.848 9.558 3.349
C 2.905 -0.861 1.700
C 7.098 3.751 -2.092
H -6.179 6.831 2.458
C 4.289 2.046 -3.972
H 0.829 4.790 0.011
H 1.655 -0.333 4.828
H 2.585 -0.828 0.659
N -1.988 7.287 4.253
C -1.472 -2.234 2.575
H -1.111 2.863 3.540
H -2.356 9.209 2.446
C 2.615 4.344 -1.084
C 0.798 5.553 2.622
C -3.951 6.949 5.648
C 7.026 6.546 -2.331
C -0.895 11.331 4.696
C -3.598 -1.608 3.719
H 4.002 -0.940 5.425
C 8.288 4.481 -2.098
C -2.961 -0.307 1.786
H 1.741 5.791 2.130
H 3.365 5.332 -3.883
H 0.453 -2.360 1.551
C 2.951 3.955 -5.516
H -7.185 6.441 4.715
H -5.743 6.533 6.754
H 5.667 -1.403 3.619
H 7.079 2.661 -2.023
H -2.299 -0.152 0.930
C 5.879 4.431 -2.175
O -0.326 0.404 3.443
C 4.226 -1.166 2.029
H 6.986 7.630 -2.447
C -3.392 7.077 4.373
C 3.822 3.632 -1.095
C 4.173 2.801 -0.016
C 4.123 3.354 -3.499
C -1.593 4.925 3.939
H 5.128 2.275 -0.040
H 4.822 1.328 -3.346
C -0.921 9.062 5.541
C 1.758 4.221 -0.005
H -0.165 10.743 6.652
H -5.365 -0.975 4.764
H 2.706 2.379 -6.970
C -1.501 10.902 3.510
C 1.992 -0.548 2.712
H 4.857 6.306 -2.383
H 3.921 0.687 -5.594
S 0.295 -0.161 2.263
C 3.704 -0.898 4.377
H 4.932 -1.404 1.231
O -1.453 -3.388 3.032
C -1.172 6.268 3.802
C 3.468 4.315 -4.267
H 3.485 1.901 1.817
C 2.383 -0.576 4.055
H 2.420 4.701 -6.104
H 1.137 2.203 2.679
C -5.317 6.692 5.764
H -4.268 1.319 1.257
H 0.418 7.599 3.172
H -3.715 7.213 2.250
C -4.929 0.308 3.066
C 4.631 -1.172 3.367
H 9.238 3.952 -2.014
N 4.667 3.684 -2.221
C -4.697 -0.774 3.926
C -0.619 10.413 5.716
C 8.249 5.875 -2.224
C -2.685 -1.339 2.693
H -3.296 7.036 6.519
C -6.117 6.640 4.619
C 3.789 1.703 -5.226
C -4.186 7.053 3.223
C -4.078 0.515 1.970
H -1.710 11.609 2.706
C 0.366 4.195 2.694
C 1.140 3.141 2.138
H -5.779 0.971 3.235
H -0.633 12.383 4.824
C -0.328 -1.685 1.886
H -0.715 8.322 6.319
O 0.390 0.633 1.053
H 2.371 4.982 -1.933
H -3.411 -2.462 4.372
H 9.179 6.443 -2.247
C -5.559 6.843 3.353
C 3.115 2.655 -5.997
C -1.541 8.637 4.358
H -2.532 4.706 4.451
C 3.269 2.597 1.009
C 2.041 3.310 1.053
C 5.833 5.822 -2.297
C 0.067 6.567 3.203
```

Output
HOMO (eV): -6.05
Kohn-Sham gap (eV): 3.871
Lowest unoccupied orbital energy (eV): -2.18